# 1
ORCA calculation (ωB97M-V with the def2-TZVPD basis set) on C3H7N3S in the gas phase.

- gap between HOMO and LUMO (eV) = 8.80
- SMILES = C=N/N=C\N(C)S
- E_HOMO (eV) = -7.9502
- electronic energy (eV) = -18527.53101
- energy above the lowest of the compared OMol25 structures with the same formula, charge and spin (kcal per mole) = 67.8
- maximum force (eV/A) = 1.0

ORCA input file:
```
! RIJCOSX wB97M-V def2-TZVPD def2/J DEFGRID3
* xyz 0 1
C 3.05 0.23 0.00
N 1.77 0.20 0.00
N 1.26 -1.09 0.00
C -0.04 -1.21 0.00
N -1.07 -0.33 0.00
C -2.44 -0.82 0.00
S -1.00 1.41 0.00
H 3.53 1.23 0.00
H 3.65 -0.70 0.00
H -0.39 -2.26 -0.01
H -2.98 -0.49 -0.89
H -2.44 -1.91 0.00
H -2.94 -0.44 0.89
H 0.37 1.43 -0.03
*
```

# 2
ORCA calculation (ωB97M-V with the def2-TZVPD basis set) on C4H6N2O in the gas phase in a non-equilibrium geometry.

- gap between HOMO and LUMO (eV) = 9.54
- SMILES = [H]/N=C1\OCC=C1N
- E_HOMO (eV) = -8.7741
- electronic energy (eV) = -9271.63791
- energy above the lowest of the compared OMol25 structures with the same formula, charge and spin (kcal per mole) = 43.0
- maximum force (eV/A) = 4.0

ORCA input file:
```
! RIJCOSX wB97M-V def2-TZVPD def2/J DEFGRID3
* xyz 0 1
H -0.90 2.76 -0.48
N -1.32 1.86 -0.23
C -0.47 0.94 -0.16
O 1.07 1.26 -0.23
C 1.73 0.15 0.35
C 0.75 -0.93 0.09
C -0.52 -0.50 -0.06
N -1.65 -1.24 -0.36
H 1.92 0.31 1.41
H 2.68 -0.03 -0.17
H 1.02 -1.98 0.07
H -1.87 -1.95 0.33
H -2.45 -0.65 -0.56
*
```

# 3
ORCA calculation (ωB97M-V with the def2-TZVPD basis set) on 10 unconnected molecules or ions with the total composition C28H56Br12O8S4 in a non-equilibrium geometry.

- gap between HOMO and LUMO (eV) = 9.84
- SMILES = O=S1(=O)CCCC1.O=S1(=O)CCCC1.O=S1(=O)CCCC1.O=S1(=O)CCCC1.BrCCBr.BrCCBr.BrCCBr.BrCCBr.BrCCBr.BrCCBr
- E_HOMO (eV) = -9.7795
- electronic energy (eV) = -930173.79634
- energy above the lowest of the compared OMol25 structures with the same formula, charge and spin (kcal per mole) = 24.6
- maximum force (eV/A) = 3.2

ORCA input file:
```
! RIJCOSX wB97M-V def2-TZVPD def2/J DEFGRID3
* xyz 0 1
O -2.29 -4.66 4.20
S -2.27 -3.48 3.35
O -2.92 -2.30 3.85
C -0.58 -3.15 2.78
C -0.63 -3.25 1.26
C -1.65 -4.25 0.86
C -2.86 -3.83 1.69
H 0.04 -3.95 3.18
H -0.19 -2.19 3.14
H -0.99 -2.34 0.86
H 0.41 -3.41 0.81
H -1.35 -5.33 0.98
H -1.99 -4.08 -0.16
H -3.57 -4.61 1.72
H -3.42 -2.91 1.35
O -2.49 0.12 1.44
S -3.91 0.02 1.35
O -4.58 -0.96 0.51
C -4.66 -0.02 2.95
C -5.46 1.23 3.11
C -4.58 2.31 2.41
C -4.43 1.69 0.94
H -3.68 0.06 3.50
H -5.21 -0.93 3.04
H -6.37 1.23 2.56
H -5.64 1.35 4.17
H -3.59 2.33 2.88
H -5.04 3.27 2.40
H -3.60 2.16 0.36
H -5.36 1.76 0.38
O 3.17 -2.75 -5.53
S 4.18 -3.55 -4.93
O 5.00 -4.50 -5.68
C 5.17 -2.30 -4.03
C 5.22 -2.76 -2.59
C 3.82 -3.45 -2.25
C 3.55 -4.41 -3.47
H 4.63 -1.38 -4.24
H 6.11 -2.35 -4.54
H 6.07 -3.40 -2.34
H 5.36 -1.96 -1.89
H 3.09 -2.61 -2.25
H 3.84 -3.88 -1.28
H 2.49 -4.71 -3.64
H 4.16 -5.29 -3.54
O 0.98 1.36 2.60
S 0.66 0.55 3.78
O 1.37 -0.70 3.86
C 0.82 1.56 5.25
C -0.59 2.17 5.42
C -1.50 0.99 5.31
C -1.14 0.34 3.94
H 1.63 2.26 5.17
H 1.07 0.88 6.05
H -0.58 2.68 6.41
H -0.83 2.95 4.71
H -2.54 1.33 5.31
H -1.34 0.27 6.10
H -1.53 1.01 3.21
H -1.43 -0.72 3.77
Br -0.73 -4.79 -2.83
C -0.56 -4.11 -4.70
C -1.86 -3.28 -5.09
Br -2.05 -1.65 -3.96
H -0.56 -5.01 -5.31
H 0.40 -3.53 -4.78
H -2.75 -3.83 -4.86
H -1.90 -2.82 -6.04
Br 2.32 0.47 -4.65
C 0.93 -0.22 -5.80
C 1.46 -0.50 -7.18
Br -0.17 -0.88 -8.19
H 0.16 0.56 -5.76
H 0.52 -1.09 -5.34
H 2.06 -1.39 -7.21
H 1.96 0.29 -7.71
Br 4.88 1.56 3.77
C 4.30 1.30 1.93
C 4.89 2.35 1.02
Br 6.93 2.20 0.84
H 3.23 1.31 1.93
H 4.62 0.29 1.66
H 4.80 3.40 1.36
H 4.59 2.16 -0.01
Br 0.72 5.01 -3.31
C 2.22 4.83 -2.06
C 1.69 5.26 -0.71
Br 3.19 5.59 0.37
H 3.02 5.50 -2.37
H 2.61 3.81 -2.22
H 1.26 4.46 -0.18
H 1.06 6.13 -0.66
Br 2.09 -0.08 -0.69
C 0.18 0.44 -0.65
C -0.13 1.27 -1.87
Br -2.04 1.67 -1.96
H 0.02 0.87 0.31
H -0.25 -0.55 -0.71
H 0.20 0.66 -2.75
H 0.30 2.26 -1.82
Br -4.58 6.28 2.78
C -2.97 5.29 2.93
C -2.49 4.92 1.54
Br -0.91 3.65 1.58
H -3.15 4.40 3.51
H -2.25 5.93 3.38
H -2.14 5.80 0.95
H -3.16 4.27 1.00
*
```

# 4
ORCA calculation (ωB97M-V with the def2-TZVPD basis set) on a molecular structure, C13H19F3N4O8SSiW in a non-equilibrium geometry.

- gap between HOMO and LUMO (alpha / beta) (eV) = 7.21 / 7.32
- E_HOMO (alpha / beta) (eV) = -8.3877 / -8.4072
- electronic energy (eV) = -64824.65677
- energy above the lowest of the compared OMol25 structures with the same formula, charge and spin (kcal per mole) = 32.1
- maximum force (eV/A) = 1.3

ORCA input file:
```
! RIJCOSX wB97M-V def2-TZVPD def2/J DEFGRID3
* xyz 0 3
W -0.18 -0.25 0.37
C -1.59 -3.90 0.15
C -0.28 -3.65 0.84
C 0.39 -4.68 1.41
C 1.61 -4.43 2.04
C 2.11 -3.17 2.13
C 1.37 -2.13 1.56
N 0.24 -2.39 0.90
N 1.57 -0.79 1.60
Si 2.71 0.06 2.66
C 4.27 -0.94 2.80
C 1.96 0.26 4.35
C 3.12 1.70 1.85
H -2.18 -4.61 0.72
H -1.41 -4.34 -0.83
H -2.16 -2.99 0.01
H -0.04 -5.67 1.35
H 2.17 -5.25 2.48
H 3.04 -2.95 2.64
H 4.19 -1.75 3.53
H 5.07 -0.28 3.15
H 4.60 -1.36 1.85
H 1.79 -0.72 4.81
H 1.01 0.77 4.33
H 2.63 0.82 5.01
H 4.09 1.64 1.35
H 3.20 2.48 2.62
H 2.36 2.02 1.14
O -2.03 1.99 2.97
C -1.23 1.57 2.18
O -0.73 0.32 2.18
C -0.64 2.41 1.06
O -0.91 3.54 0.83
O 0.21 1.68 0.30
F -0.63 -1.56 -4.12
C -1.13 -2.37 -3.20
F -1.70 -3.41 -3.76
F -0.18 -2.74 -2.35
S -2.61 -0.55 -1.06
O -2.10 -0.86 0.43
O -3.62 0.47 -1.00
O -1.20 0.14 -1.37
N 3.02 0.95 -1.99
C 1.72 0.61 -1.84
N 0.78 1.18 -2.59
O 1.44 -0.31 -1.03
H 3.29 1.75 -2.54
H 3.65 0.61 -1.29
H 0.98 2.01 -3.13
H -0.18 0.98 -2.36
*
```

Question: The lowest electronic energy belongs to which entry?
Answer: C28H56Br12O8S4